Molecular formula: C5H9NO2
Method: DFT, ωB97M-V/def2-TZVPD

Element x y z (Å)
C -1.505 0.956 -0.015
C -0.313 0.407 0.745
C 1.002 1.291 0.595
O 1.561 1.772 1.574
C 0.518 -0.690 0.150
C 0.735 -0.795 -1.351
N -0.664 -1.963 0.605
O -0.321 -2.732 1.453
H -1.309 1.961 -0.403
H -2.372 1.013 0.649
H -1.820 0.340 -0.861
H -0.482 0.299 1.816
H 1.197 1.689 -0.415
H 1.349 -1.072 0.743
H 0.350 0.051 -1.925
H 1.805 -0.845 -1.569
H 0.271 -1.683 -1.791

Output
Spin multiplicity: 1


Molecular formula: C5H7N3
Method: DFT, ωB97M-V/def2-TZVPD

Element x y z (Å)
C 1.472 0.658 -0.169
C 1.547 -0.633 -0.479
N 0.756 -1.671 -0.001
C -0.493 -1.716 0.206
N -1.581 -0.891 -0.042
N -1.757 0.393 -0.549
C -0.931 1.310 -0.242
C 0.303 1.213 0.604
H 2.223 1.344 -0.551
H 2.371 -1.005 -1.096
H -0.862 -2.654 0.628
H -2.466 -1.390 -0.100
H -1.190 2.280 -0.661
H 0.069 0.557 1.464
H 0.540 2.204 0.988

Output
Spin multiplicity: 1


Molecular formula: C26H19N7O3Ti
Method: DFT, ωB97M-V/def2-TZVPD

Element x y z (Å)
Ti 0.341 -5.459 17.822
O -4.044 -4.006 22.897
C -2.809 -4.127 23.075
O -2.044 -4.326 24.059
C -2.000 -4.119 21.754
C -0.607 -4.246 21.797
C 0.038 -4.393 20.595
N -0.595 -4.454 19.384
C -1.946 -4.358 19.385
C -2.680 -4.172 20.536
C -2.469 -4.497 18.005
C -3.852 -4.379 17.802
C -4.377 -4.630 16.549
C -3.511 -4.944 15.522
C -2.170 -5.011 15.780
N -1.596 -4.798 17.003
C 1.500 -4.506 20.379
C 2.337 -4.343 21.474
C 3.708 -4.358 21.259
C 4.193 -4.570 19.982
C 3.308 -4.769 18.949
N 1.960 -4.762 19.118
H -0.183 -4.263 22.792
H -3.766 -4.096 20.607
H -4.485 -4.094 18.615
H -5.443 -4.554 16.405
H -3.903 -5.142 14.513
H -1.457 -5.219 14.986
H 1.940 -4.151 22.471
H 4.380 -4.235 22.132
H 5.260 -4.634 19.803
H 3.629 -4.992 17.941
N 1.156 -3.839 16.382
C 1.482 -4.296 15.017
C 1.184 -5.581 14.619
C 1.502 -5.988 13.327
C 2.150 -5.124 12.472
C 2.457 -3.837 12.859
C 2.107 -3.416 14.129
H 0.442 -3.132 16.320
H 1.944 -3.350 16.758
H 0.733 -6.312 15.268
H 1.214 -6.968 12.998
H 2.380 -5.409 11.458
H 2.929 -3.130 12.199
H 2.341 -2.397 14.432
N -1.139 -8.581 19.873
C -0.213 -8.133 19.031
O -0.511 -7.105 18.289
C 1.088 -8.705 18.901
C 1.831 -7.920 18.015
N 2.094 -7.070 17.255
C 1.525 -9.820 19.671
N 1.905 -10.672 20.341
H -1.999 -8.076 19.989
H -0.996 -9.348 20.509

Output
Spin multiplicity: 2
Total charge: +1
Expectation value of S²: 0.7523


Molecular formula: C33H56N8O12
Method: DFT, ωB97M-V/def2-TZVPD

Element x y z (Å)
C 3.695 4.910 -1.463
C 2.851 5.033 -0.153
C 1.382 5.633 -0.414
C 0.469 4.617 -0.847
C 0.308 3.465 0.121
C 1.646 2.796 0.485
N 2.762 3.780 0.584
O 3.863 3.284 1.178
C 2.040 1.734 -0.662
C 1.410 2.069 1.814
C 3.706 5.927 0.753
H 4.786 4.627 -1.304
H 3.539 5.667 -2.004
H 3.546 3.966 -2.146
H 1.420 6.638 -1.101
H 0.869 6.049 0.570
H 0.876 4.324 -1.720
H -0.516 4.957 -1.247
H -0.502 2.724 -0.355
H -0.200 3.784 0.994
H 1.204 1.063 -0.641
H 3.031 1.345 -0.324
H 2.046 2.085 -1.668
H 1.413 2.839 2.570
H 1.999 1.210 2.224
H 0.490 1.470 1.557
H 4.629 5.533 0.701
H 3.230 5.858 1.780
H 3.768 6.928 0.477
N -0.782 -1.045 -0.123
O 0.122 -1.586 0.635
O -1.636 -0.249 0.437
O -0.951 -1.358 -1.222
C -0.647 -4.093 4.332
C -0.823 -3.992 5.881
C -0.489 -2.630 6.589
C -0.251 -1.412 5.696
C -0.191 -1.612 4.194
C -0.409 -3.007 3.610
N 0.071 -0.102 6.302
O 0.142 0.923 5.596
O 0.439 -0.054 7.474
H -0.920 -5.165 4.047
H -1.262 -4.924 6.325
H -0.397 -2.709 7.686
H -0.186 -0.899 3.444
H -0.626 -3.073 2.420
C -4.018 -3.713 3.032
C -4.992 -4.970 2.653
C -5.162 -5.428 1.187
C -4.553 -4.531 0.122
C -3.609 -3.354 0.539
C -3.507 -2.971 2.016
N -4.657 -4.842 -1.274
O -5.819 -5.372 -1.604
O -3.872 -4.375 -2.112
H -3.726 -3.323 3.958
H -5.360 -5.535 3.572
H -5.638 -6.285 0.862
H -2.993 -2.848 -0.158
H -2.785 -2.091 2.183
C 5.007 -3.971 0.268
O 4.280 -4.953 0.664
N 4.549 -2.765 0.397
C 5.376 -1.514 -0.182
C 3.488 -2.254 1.097
H 6.072 -4.127 -0.157
H 5.085 -0.563 -0.512
H 5.868 -1.854 -0.998
H 6.145 -1.129 0.484
H 2.707 -1.871 0.449
H 3.448 -1.502 1.774
H 2.846 -3.048 1.624
C -1.015 3.124 -4.781
O -1.506 4.179 -4.410
N -0.972 1.866 -4.086
C -0.332 0.710 -4.477
C -1.854 1.724 -2.892
H -0.674 3.017 -5.750
H -0.151 0.910 -5.568
H -0.803 -0.320 -4.157
H 0.655 0.760 -4.023
H -1.318 1.054 -2.200
H -3.001 2.013 -3.174
H -1.615 2.503 -2.190
C -4.716 4.507 -0.335
O -5.243 5.147 -1.261
N -4.762 3.238 -0.264
C -4.167 2.466 0.786
C -5.679 2.485 -1.127
H -4.027 4.979 0.433
H -3.929 2.994 1.518
H -3.243 2.045 0.337
H -4.424 1.459 1.301
H -6.718 2.765 -1.442
H -5.835 1.537 -0.771
H -5.032 2.151 -1.978
C 0.668 -3.336 -3.518
O 0.039 -3.137 -4.537
N 1.933 -3.834 -3.529
C 2.694 -3.801 -2.219
C 2.540 -4.194 -4.778
H 0.085 -3.253 -2.646
H 3.943 -3.794 -2.512
H 2.584 -4.592 -1.517
H 2.626 -2.775 -1.812
H 2.919 -3.386 -5.037
H 1.880 -4.272 -5.598
H 3.304 -5.080 -4.752

Output
Spin multiplicity: 1


Molecular formula: C29H26Br2ClNOPRu
Method: DFT, ωB97M-V/def2-TZVPD

Element x y z (Å)
Ru -0.477 -0.038 -0.279
C 2.284 -1.267 -2.364
C 2.723 -0.824 -0.998
C 4.100 -0.872 -0.686
C 4.545 -0.555 0.558
C 3.617 -0.170 1.551
C 3.938 0.128 2.897
Br 5.718 0.019 3.500
C 2.967 0.488 3.782
C 1.630 0.576 3.360
Br 0.301 1.050 4.597
C 1.268 0.301 2.068
O 0.007 0.347 1.631
C 2.273 -0.090 1.160
N 1.840 -0.410 -0.104
H 2.904 -2.102 -2.688
H 2.404 -0.460 -3.092
H 1.246 -1.577 -2.373
H 4.794 -1.185 -1.458
H 5.600 -0.604 0.799
H 3.220 0.708 4.810
C -2.307 -3.523 -0.011
P -1.152 -2.293 0.669
C -1.748 -2.108 2.370
C 0.445 -3.138 0.800
C 1.211 -3.058 1.960
C 2.491 -3.601 1.989
C 3.003 -4.238 0.866
C 2.236 -4.334 -0.291
C 0.966 -3.776 -0.328
H -1.846 -4.076 -0.829
H -3.215 -3.041 -0.375
H -2.563 -4.214 0.791
H -1.590 -3.045 2.904
H -2.816 -1.895 2.334
H -1.248 -1.285 2.877
H 0.826 -2.558 2.842
H 3.085 -3.530 2.894
H 3.997 -4.672 0.895
H 2.629 -4.842 -1.166
H 0.384 -3.836 -1.246
C -1.851 -2.500 -5.311
C -2.232 -2.711 -3.965
C -1.797 -1.864 -2.987
C -0.955 -0.764 -3.281
C -0.452 0.134 -2.277
C 0.315 1.221 -2.676
C 0.643 1.447 -4.026
C 0.207 0.574 -4.979
C -0.600 -0.544 -4.635
C -1.063 -1.438 -5.633
H -2.201 -3.173 -6.083
H -2.883 -3.540 -3.716
H -2.121 -2.001 -1.970
H 0.702 1.915 -1.938
H 1.245 2.304 -4.299
H 0.462 0.732 -6.021
H -0.783 -1.255 -6.665
Cl -2.916 0.840 0.834
C -1.734 1.639 -0.225
H -1.258 2.464 0.285
H -2.197 1.913 -1.156

Output
Spin multiplicity: 5
Total charge: +1
Expectation value of S²: 6.0476


Molecular formula: C5H14N2
Method: DFT, ωB97M-V/def2-TZVPD

Element x y z (Å)
C 2.213 -2.279 1.347
N 1.354 -1.544 0.783
C 1.443 -0.079 0.587
C 0.495 0.440 -0.484
C -1.032 0.424 -0.247
C -1.803 0.122 -1.518
N -1.509 1.785 0.254
H 2.087 -3.344 1.525
H 3.076 -1.782 1.755
H 0.531 -1.927 0.325
H 1.266 0.375 1.561
H 2.481 0.199 0.394
H 0.883 1.421 -0.768
H 0.703 -0.084 -1.421
H -1.251 -0.309 0.519
H -2.020 1.005 -2.130
H -1.320 -0.553 -2.224
H -2.792 -0.299 -1.319
H -0.789 2.494 0.072
H -1.691 1.824 1.258
H -2.325 2.110 -0.268

Output
Spin multiplicity: 1
Total charge: +2


Molecular formula: C3H7NOS
Method: DFT, ωB97M-V/def2-TZVPD

Element x y z (Å)
C 1.745 -0.814 -0.916
C 1.352 0.154 -0.087
S -0.328 0.841 0.058
C -1.625 -0.199 -1.307
N -0.458 -0.036 1.505
O -0.318 2.303 0.498
H 2.709 -1.341 -0.991
H 0.972 -1.359 -1.603
H 2.021 0.660 0.560
H -1.395 0.430 -2.219
H -2.413 0.406 -0.820
H -0.584 -1.006 1.365
H -1.037 0.450 2.289

Output
Spin multiplicity: 1


Molecular formula: C22H36IrN7O4Se2
Method: DFT, ωB97M-V/def2-TZVPD

Element x y z (Å)
Ir -0.539 -0.272 1.044
N -0.521 2.815 1.985
C 0.711 2.353 1.825
N 1.739 3.178 1.965
C 2.952 2.642 1.868
N 4.005 3.454 1.882
N 3.209 1.307 1.800
C 2.149 0.573 1.635
N 0.886 1.030 1.533
C 2.246 -0.901 1.646
C 3.433 -1.588 1.802
C 3.385 -2.970 1.886
C 2.156 -3.609 1.811
C 1.012 -2.850 1.641
N 1.058 -1.520 1.564
H -0.634 3.793 2.191
H -1.322 2.195 1.908
H 3.866 4.447 1.945
H 4.931 3.069 1.829
H 4.357 -1.031 1.864
H 4.293 -3.543 2.016
H 2.077 -4.684 1.883
H 0.028 -3.297 1.571
O -2.147 5.132 -1.574
C -2.138 4.117 -2.570
C -1.518 2.847 -1.955
C -1.542 1.769 -3.024
O -0.906 2.267 -4.190
C -0.100 3.245 -1.469
Se 1.449 2.120 -1.785
C -2.449 2.485 -0.786
Se -2.577 0.798 0.248
H -2.461 5.951 -1.968
H -1.545 4.417 -3.436
H -3.158 3.894 -2.907
H -2.587 1.504 -3.231
H -1.034 0.881 -2.643
H -0.910 1.591 -4.873
H -0.134 3.508 -0.415
H 0.211 4.158 -1.985
H -3.479 2.554 -1.142
H -2.342 3.257 -0.027
C -2.371 -1.331 4.710
C -1.138 -1.057 3.864
C -0.133 -0.204 4.622
O -1.589 -0.419 2.684
H -2.115 -1.925 5.589
H -3.117 -1.871 4.128
H -2.812 -0.389 5.042
H -0.664 -2.021 3.620
H -0.570 0.769 4.858
H 0.784 -0.047 4.052
H 0.142 -0.693 5.558
O 0.387 -0.438 -0.833
C 0.028 -1.210 -1.760
C 1.060 -1.674 -2.744
C 1.356 -3.176 -2.613
C 0.323 -4.078 -3.281
C -1.098 -3.962 -2.736
C -1.707 -2.572 -2.883
N -1.225 -1.621 -1.883
H 1.951 -1.079 -2.555
H 0.720 -1.451 -3.760
H 1.462 -3.433 -1.553
H 2.329 -3.363 -3.070
H 0.652 -5.115 -3.195
H 0.306 -3.852 -4.353
H -1.130 -4.248 -1.680
H -1.737 -4.669 -3.268
H -2.788 -2.614 -2.760
H -1.517 -2.179 -3.886
H -1.902 -1.167 -1.272

Output
Spin multiplicity: 2
Total charge: +1
Expectation value of S²: 0.7529


Values of energy relative to the best compared isomer or geometry (same formula, charge and spin), in order: 4.884; 2.944; 0.000; 4.597; 0.000; 0.459; 6.376; 0.779, all in eV.
Values of DFT total energy, in order: -400.99727; -358.91018; -2460.56484; -2630.83414; -7294.89449; -307.77158; -646.47766; -6451.22630, all in Eh.